{
  "formula": "C5H5Cl3N2O2S",
  "method": "ωB97M-V/def2-TZVPD",
  "e_lumo_ha": [-0.036, -0.036],
  "de_lowest_ev": 4.0109,
  "homo_lumo_gap_ev": [8.0494, 8.0502],
  "e_tot_ev": -60738.0541,
  "spin_multiplicity": 1,
  "charge": 0,
  "max_force_ev_per_a": 4.1,
  "symbols": ["C", "C", "C", "C", "C", "N", "N", "O", "O", "S", "Cl", "Cl", "Cl", "H", "H", "H", "H", "H"],
  "coordinates": [[-0.79, 2.23, 0.68], [-2.70, -1.02, 0.59], [-2.98, 1.26, -0.25], [0.39, 1.59, 0.18], [1.29, -1.28, -0.03], [-2.06, 2.03, 0.47], [-3.38, -0.06, 0.16], [-0.64, -0.31, -1.60], [-1.28, -1.12, 0.64], [-0.14, -0.12, -0.28], [-3.42, -2.49, 1.09], [-4.55, 2.11, -0.36], [1.59, 1.33, 1.34], [-0.42, 3.19, 1.17], [-2.77, 1.09, -1.25], [0.97, -2.15, -0.62], [2.24, -0.91, -0.41], [1.30, -1.51, 1.03]]
}